(1)
Below is a 6-piece molecular cluster, C48H60F6IN2O6S2 overall at a distorted geometry, with properties calculated with ωB97M-V/def2-TZVPD.

ΔE to the lowest compared entry with this formula, charge and spin (kJ/mol): 137.3
Gap between HOMO and LUMO (Eh): 0.2620
Charge: +1
Electronic energy (eV): -112078.971

Last column: Mulliken charge in e.
Element x y z (Å)
C -3.045 -1.487 0.980  -1.378
C -1.999 -0.628 0.264  0.956
O -0.849 -1.384 -0.032  -0.534
C -0.017 -0.748 -0.989  -0.491
C 0.606 0.495 -0.347  0.219
O 1.929 0.733 -0.805  -0.505
C 2.827 1.137 0.210  -1.152
C 2.661 2.661 0.430  -1.773
N 1.527 3.067 1.245  0.450
C 1.632 2.470 2.577  0.096
C 0.551 3.093 3.471  -1.667
S 0.447 4.902 3.389  0.014
C -1.305 5.265 3.720  -0.414
C -2.241 4.525 2.777  -1.126
C 3.062 2.280 3.150  0.286
C 3.143 2.178 4.667  -1.785
C 2.769 3.366 5.580  -1.650
N 4.268 2.983 2.417  1.313
C 5.386 2.004 2.122  -0.310
C 5.867 1.047 3.241  -0.404
O 5.228 0.111 3.670  -0.420
I 7.885 1.275 3.980  0.109
S 5.087 4.226 3.376  1.502
O 5.647 3.642 4.535  -0.623
O 6.054 4.894 2.596  -0.638
F 4.094 5.288 3.847  -0.140
C 3.832 3.486 1.006  1.083
O 4.893 3.472 0.088  -0.553
C 3.388 4.965 0.998  -0.780
C 2.786 5.438 -0.323  -1.800
H -2.681 -2.483 1.183  0.263
H -3.263 -1.039 1.949  0.337
H -3.974 -1.465 0.425  0.345
H -2.429 -0.190 -0.642  -0.202
H -1.789 0.228 0.921  -0.091
H 0.764 -1.431 -1.308  0.348
H -0.644 -0.495 -1.837  0.037
H -0.023 1.342 -0.639  0.248
H 0.506 0.362 0.733  0.074
H 3.808 0.952 -0.231  0.364
H 2.634 0.506 1.078  0.512
H 2.448 2.992 -0.583  1.344
H 0.631 2.869 0.824  0.419
H 1.244 1.453 2.452  0.085
H 0.546 2.698 4.482  0.552
H -0.396 2.740 3.059  0.670
H -1.414 6.333 3.553  0.428
H -1.538 5.086 4.764  0.344
H -3.224 4.987 2.749  0.402
H -2.389 3.492 3.086  0.312
H -1.864 4.512 1.756  0.259
H 3.276 1.256 2.859  -0.040
H 4.099 1.815 5.019  0.469
H 2.465 1.361 4.910  0.866
H 2.124 3.012 6.377  0.379
H 3.656 3.743 6.079  0.486
H 2.290 4.216 5.105  0.359
H 6.285 2.530 1.822  0.840
H 5.133 1.354 1.293  0.354
H 4.604 3.039 -0.720  0.681
H 2.685 5.219 1.790  0.107
H 4.240 5.632 1.120  0.531
H 1.798 5.000 -0.458  0.300
H 2.637 6.511 -0.299  0.475
H 3.375 5.136 -1.183  0.269
F 2.352 11.038 0.314  -0.311
C 3.518 10.500 0.715  0.352
C 3.514 9.245 1.290  -0.606
C 4.718 8.690 1.699  0.024
C 5.902 9.395 1.538  -0.721
C 5.884 10.658 0.963  -0.296
C 4.685 11.216 0.542  -0.527
H 2.578 8.716 1.414  0.528
H 4.732 7.704 2.145  0.365
H 6.839 8.960 1.861  0.406
H 6.805 11.211 0.840  0.377
H 4.651 12.195 0.084  0.433
F -1.417 1.390 -2.668  -0.211
C -2.408 1.051 -3.536  0.391
C -2.069 0.529 -4.766  -0.475
C -3.082 0.175 -5.645  -0.433
C -4.411 0.359 -5.285  -0.592
C -4.728 0.891 -4.043  -0.549
C -3.719 1.236 -3.155  -0.303
H -1.027 0.400 -5.029  0.423
H -2.833 -0.239 -6.606  0.436
H -5.198 0.085 -5.974  0.449
H -5.762 1.037 -3.764  0.391
H -3.946 1.645 -2.178  0.456
F -4.412 -3.916 0.500  -0.247
C -4.350 -5.267 0.473  0.285
C -3.814 -5.889 -0.636  -0.404
C -3.746 -7.274 -0.660  -0.399
C -4.222 -8.013 0.414  -0.315
C -4.760 -7.367 1.518  -0.493
C -4.822 -5.982 1.554  -0.443
H -3.456 -5.293 -1.465  0.470
H -3.323 -7.779 -1.519  0.419
H -4.172 -9.094 0.390  0.326
H -5.134 -7.943 2.354  0.374
H -5.231 -5.459 2.408  0.416
F -3.908 -1.954 -7.255  -0.265
C -3.942 -3.304 -7.162  0.441
C -3.458 -4.062 -8.207  -0.539
C -3.492 -5.445 -8.102  -0.357
C -4.014 -6.045 -6.964  -0.577
C -4.499 -5.262 -5.926  -0.417
C -4.460 -3.878 -6.020  -0.310
H -3.063 -3.574 -9.088  0.413
H -3.111 -6.054 -8.910  0.361
H -4.043 -7.124 -6.888  0.378
H -4.910 -5.729 -5.041  0.391
H -4.825 -3.249 -5.219  0.471
F -3.346 -10.630 -1.927  -0.334
C -2.843 -11.616 -1.155  0.377
C -3.704 -12.356 -0.370  -0.280
C -3.186 -13.371 0.420  -0.355
C -1.822 -13.626 0.422  -0.509
C -0.973 -12.866 -0.372  -0.355
C -1.485 -11.855 -1.172  -0.471
H -4.764 -12.137 -0.382  0.433
H -3.849 -13.965 1.034  0.358
H -1.420 -14.416 1.041  0.375
H 0.091 -13.061 -0.369  0.356
H -0.841 -11.258 -1.804  0.407

=====

(2)
Below is a 12-piece molecular cluster, C48H60N4O32S4 overall at a distorted geometry, with properties calculated with ωB97M-V/def2-TZVPD.

Gap between HOMO and LUMO (Eh): 0.3091
Charge: 0
Structure (SMILES): O=[N+]([O-])c1ccccc1.O=[N+]([O-])c1ccccc1.O=[N+]([O-])c1ccccc1.O=[N+]([O-])c1ccccc1.O=S1(=O)OCCO1.O=S1(=O)OCCO1.O=S1(=O)OCCO1.O=S1(=O)OCCO1.O=C1CCCO1.O=C1CCCO1.O=C1CCCO1.O=C1CCCO1
Electronic energy (eV): -165556.649

Last column: Mulliken charge in e.
Element x y z (Å)
O 6.937 -7.609 -2.211  -0.594
N 6.058 -7.809 -3.026  0.996
O 5.893 -8.856 -3.616  -0.603
C 5.183 -6.686 -3.350  -0.061
C 5.456 -5.427 -2.818  -0.535
C 4.647 -4.355 -3.136  -0.329
C 3.571 -4.520 -3.998  -0.111
C 3.236 -5.783 -4.459  -0.553
C 4.042 -6.861 -4.109  -0.363
H 6.272 -5.318 -2.118  0.496
H 4.854 -3.360 -2.766  0.616
H 2.898 -3.711 -4.247  0.231
H 2.411 -6.013 -5.119  0.366
H 3.761 -7.856 -4.431  0.437
O -0.830 4.215 -2.849  -0.563
N -0.891 5.429 -2.831  1.035
O -0.678 6.142 -3.788  -0.603
C -1.256 6.071 -1.569  -0.247
C -1.193 7.449 -1.470  -0.316
C -1.443 8.080 -0.254  -0.530
C -1.838 7.308 0.824  -0.386
C -1.979 5.932 0.686  -0.644
C -1.636 5.289 -0.486  -0.129
H -0.894 8.052 -2.315  0.464
H -1.297 9.147 -0.170  0.408
H -1.992 7.765 1.794  0.427
H -2.414 5.329 1.474  0.471
H -1.704 4.216 -0.597  0.613
O 2.712 -1.645 -2.245  -0.530
N 2.606 -0.512 -1.810  1.080
O 3.427 0.350 -2.057  -0.544
C 1.397 -0.134 -1.101  -0.811
C 0.381 -1.059 -0.860  -0.516
C -0.766 -0.695 -0.203  0.541
C -0.840 0.598 0.332  -0.126
C 0.176 1.517 0.145  0.080
C 1.298 1.145 -0.587  -0.913
H 0.557 -2.085 -1.162  0.707
H -1.618 -1.331 -0.013  -0.120
H -1.717 0.905 0.893  0.333
H 0.078 2.560 0.413  0.315
H 2.065 1.864 -0.843  0.442
O -2.179 0.527 -6.127  -0.644
N -1.860 0.413 -4.962  1.177
O -0.726 0.489 -4.528  -0.587
C -2.932 0.186 -3.988  -0.096
C -2.739 0.581 -2.670  0.008
C -3.797 0.399 -1.799  -0.594
C -4.906 -0.341 -2.156  -0.409
C -5.072 -0.761 -3.478  -0.770
C -4.075 -0.480 -4.401  -0.430
H -1.821 1.043 -2.339  0.643
H -3.674 0.764 -0.787  0.296
H -5.727 -0.463 -1.459  0.518
H -6.050 -1.141 -3.739  0.438
H -4.207 -0.814 -5.421  0.479
O 7.961 0.531 -2.080  -0.496
S 7.980 -0.731 -2.733  1.037
O 8.798 -1.765 -2.217  -0.568
O 6.508 -1.301 -3.010  -0.131
C 5.935 -0.712 -4.177  -0.068
C 7.117 -0.645 -5.125  -0.338
O 8.283 -0.504 -4.320  -0.372
H 5.173 -1.399 -4.530  0.245
H 5.570 0.283 -3.928  0.064
H 7.019 0.148 -5.866  0.296
H 7.259 -1.563 -5.702  0.319
O -2.088 -3.903 -1.514  -0.167
S -1.184 -4.697 -2.286  0.820
O -0.901 -6.016 -1.853  -0.630
O -1.757 -4.680 -3.805  -0.464
C -1.295 -3.487 -4.428  -0.229
C 0.139 -3.329 -3.950  -0.174
O 0.205 -3.973 -2.672  -0.116
H -1.449 -3.584 -5.500  0.400
H -1.917 -2.656 -4.074  0.054
H 0.403 -2.274 -3.909  0.264
H 0.832 -3.872 -4.590  0.262
O -0.746 1.446 5.071  -0.645
S -2.139 1.418 4.772  1.027
O -2.546 1.156 3.436  -0.220
O -2.911 0.441 5.814  -0.325
C -3.689 1.145 6.787  -0.243
C -3.199 2.573 6.689  -0.557
O -2.856 2.749 5.317  -0.356
H -4.732 0.965 6.534  0.216
H -3.444 0.786 7.785  0.295
H -2.261 2.661 7.247  0.336
H -3.891 3.313 7.078  0.372
O -6.603 -3.711 3.398  -0.544
S -5.818 -4.321 2.377  1.064
O -5.829 -5.738 2.251  -0.620
O -6.081 -3.594 0.980  -0.431
C -4.909 -3.610 0.132  0.160
C -3.729 -3.721 1.106  1.543
O -4.287 -3.792 2.416  -0.315
H -4.979 -4.515 -0.472  0.331
H -4.986 -2.762 -0.540  -0.150
H -3.020 -2.905 1.064  -1.518
H -3.224 -4.663 0.902  0.526
O -0.628 -3.575 1.464  -0.462
C -0.390 -2.996 2.486  0.314
C -1.113 -1.795 3.048  1.385
C -0.801 -1.869 4.548  -0.177
C 0.556 -2.556 4.506  -0.778
O 0.478 -3.472 3.404  -0.447
H -0.761 -0.831 2.687  -0.222
H -2.186 -1.920 2.911  -0.674
H -0.680 -0.920 5.072  0.046
H -1.478 -2.422 5.204  0.275
H 1.324 -1.786 4.395  0.261
H 0.784 -3.135 5.398  0.401
O 3.616 4.651 1.384  -0.526
C 2.701 4.796 2.138  0.265
C 2.089 6.118 2.598  -0.404
C 0.822 5.678 3.318  -0.514
C 0.596 4.241 2.847  0.825
O 1.887 3.772 2.474  -0.327
H 2.769 6.754 3.152  0.398
H 1.804 6.542 1.631  0.195
H 0.897 5.639 4.404  0.308
H -0.006 6.325 3.027  0.187
H 0.108 3.717 3.666  -0.081
H -0.055 4.170 1.973  -0.293
O -4.229 -0.414 1.297  0.016
C -5.176 -0.360 2.035  0.148
C -5.214 -0.780 3.492  1.024
C -6.489 -0.052 3.973  -0.638
C -7.295 0.140 2.697  -0.638
O -6.336 0.180 1.645  -0.447
H -5.336 -1.858 3.577  0.004
H -4.275 -0.556 3.984  -0.610
H -7.071 -0.544 4.748  0.309
H -6.122 0.909 4.346  0.220
H -7.951 -0.708 2.490  0.293
H -7.895 1.045 2.775  0.394
O 5.913 0.255 0.469  -0.582
C 6.045 1.444 0.501  0.503
C 5.638 2.495 -0.523  0.841
C 6.218 3.769 0.068  -0.809
C 6.488 3.482 1.545  -0.228
O 6.443 2.050 1.646  -0.440
H 6.006 2.220 -1.508  0.196
H 4.549 2.464 -0.559  -0.498
H 7.167 4.051 -0.395  0.374
H 5.578 4.635 -0.090  0.299
H 7.452 3.848 1.890  0.310
H 5.685 3.827 2.191  0.092

=====

(3)
Below is a 2-piece molecular cluster, C48H61Cl2N3O2 overall at a distorted geometry, with properties calculated with ωB97M-V/def2-TZVPD.

Gap between HOMO and LUMO (Eh): 0.1491
Charge: 0
Electronic energy (eV): -84374.260

Last column: Mulliken charge in e.
Element x y z (Å)
C 2.610 -4.251 -3.824  -1.361
C 1.743 -4.708 -2.648  0.102
C 0.569 -5.577 -3.123  -1.585
C 1.280 -3.521 -1.818  -0.468
C 0.131 -2.820 -2.134  -0.280
C -0.324 -1.751 -1.390  0.568
C -1.566 -1.011 -1.852  2.898
C -2.301 -1.714 -3.002  -2.607
C -1.242 0.436 -2.222  -0.586
C 0.413 -1.323 -0.250  0.044
C -0.098 -0.239 0.602  -0.578
N -1.337 -0.179 1.320  2.714
C -2.352 -1.225 1.365  -0.948
C -3.660 -0.935 0.937  1.265
C -4.060 0.454 0.491  2.156
C -4.995 1.103 1.516  -1.837
C -4.696 0.439 -0.905  -1.173
C -4.630 -1.923 0.961  -0.389
C -4.340 -3.192 1.400  -1.674
C -3.071 -3.479 1.847  -0.767
C -2.074 -2.513 1.859  -0.013
C -0.722 -2.838 2.458  2.275
C -0.578 -4.313 2.846  -2.679
C -0.423 -1.930 3.650  -0.984
N -1.504 0.971 1.943  -2.129
N -0.414 1.704 1.732  3.553
C -0.229 3.050 2.259  -1.855
C -0.661 4.175 1.526  0.695
C -1.337 4.051 0.166  2.493
C -0.335 3.737 -0.949  -0.900
C -2.116 5.324 -0.204  -2.157
C -0.448 5.443 2.054  -0.693
C 0.128 5.628 3.289  -1.434
C 0.529 4.533 4.015  -1.095
C 0.373 3.248 3.519  0.644
C 0.841 2.109 4.403  0.556
C 1.931 1.268 3.738  -1.331
C -0.346 1.279 4.889  -1.085
C 0.502 1.019 0.882  -0.161
C 1.662 1.520 0.380  -2.370
C 1.646 -1.995 0.022  1.373
C 2.578 -1.587 1.142  1.683
C 3.909 -1.077 0.582  -1.756
C 2.821 -2.735 2.127  -1.327
C 2.034 -3.072 -0.750  -0.536
H 3.480 -3.689 -3.477  0.333
H 2.973 -5.098 -4.412  0.442
H 2.040 -3.602 -4.492  0.268
H 2.369 -5.332 -1.983  0.341
H -0.082 -5.846 -2.288  0.363
H -0.039 -5.048 -3.859  0.310
H 0.913 -6.499 -3.596  0.444
H -0.413 -3.115 -3.008  0.397
H -2.246 -1.003 -0.989  -1.493
H -2.549 -2.746 -2.748  0.350
H -3.231 -1.211 -3.270  0.437
H -1.686 -1.732 -3.902  0.496
H -0.902 0.993 -1.354  -0.262
H -0.445 0.472 -2.965  -0.147
H -2.106 0.964 -2.625  0.484
H -3.133 1.050 0.443  -0.866
H -4.522 1.157 2.498  0.401
H -5.285 2.114 1.224  0.457
H -5.914 0.524 1.623  0.360
H -4.037 -0.032 -1.631  0.008
H -5.626 -0.131 -0.910  0.382
H -4.924 1.445 -1.261  0.396
H -5.631 -1.688 0.640  0.429
H -5.105 -3.953 1.405  0.394
H -2.870 -4.475 2.203  0.495
H 0.012 -2.627 1.667  -1.055
H -0.743 -4.960 1.983  0.398
H 0.409 -4.542 3.251  0.378
H -1.309 -4.575 3.612  0.537
H -0.315 -0.900 3.321  -0.124
H -1.239 -1.964 4.374  0.392
H 0.499 -2.205 4.164  0.419
H -2.057 3.218 0.242  -0.746
H 0.136 2.771 -0.800  0.011
H -0.813 3.711 -1.931  0.415
H 0.461 4.484 -0.974  0.276
H -2.780 5.629 0.605  0.479
H -1.424 6.146 -0.398  0.403
H -2.717 5.200 -1.108  0.457
H -0.733 6.318 1.497  0.310
H 0.263 6.623 3.685  0.396
H 0.978 4.681 4.983  0.433
H 1.302 2.568 5.296  0.709
H 2.724 1.896 3.326  0.438
H 2.386 0.555 4.428  0.543
H 1.509 0.691 2.922  0.342
H -1.039 1.884 5.476  0.462
H -0.911 0.896 4.042  0.045
H -0.032 0.432 5.502  0.374
H 2.023 2.487 0.662  0.306
H 2.198 0.993 -0.377  0.367
H 2.083 -0.767 1.682  -0.782
H 3.760 -0.306 -0.172  0.285
H 4.547 -0.668 1.366  0.414
H 4.459 -1.887 0.102  0.395
H 1.886 -3.135 2.511  0.068
H 3.341 -3.561 1.641  0.377
H 3.427 -2.418 2.976  0.429
H 2.954 -3.578 -0.519  0.422
Cl 6.885 3.710 -5.794  -0.147
C 5.293 3.152 -5.604  0.490
C 4.270 3.815 -6.182  -0.521
C 2.914 3.352 -6.049  0.298
O 1.988 3.941 -6.577  -0.568
C 2.688 2.149 -5.256  0.631
Cl 1.097 1.581 -5.078  -0.156
C 3.710 1.491 -4.671  -0.839
C 5.068 1.949 -4.811  0.160
O 5.996 1.360 -4.288  -0.569
H 4.462 4.705 -6.756  0.480
H 3.517 0.606 -4.090  0.690

=====

> Look up the electronic energy of the third one.

-84374.260 eV